Record 1
Here is a molecular structure, C42H54IN2O2RuS from OMol25. Energies are from ωB97M-V/def2-TZVPD.

Positions of all 103 atoms, in Å:
Ru1 0.62 -0.25 -0.22
C1 -0.49 -1.32 2.11
C2 0.36 -2.26 1.56
C3 1.74 -1.65 1.65
C4 1.58 -0.41 2.27
C5 0.23 -0.24 2.70
C6 -0.26 0.65 3.83
C7 0.93 1.14 4.66
C8 -1.18 -0.20 4.72
C9 -1.06 1.86 3.34
C10 3.13 -2.22 1.36
C11 4.20 -1.15 1.67
C12 3.48 -3.37 2.31
C13 3.25 -2.69 -0.12
C14 -0.22 -3.63 1.14
C15 -0.70 -3.56 -0.31
C16 -1.43 -3.95 2.03
C17 0.71 -4.84 1.25
H1 -1.56 -1.46 2.23
H2 2.40 0.23 2.57
H3 1.56 0.32 5.00
H4 0.56 1.67 5.54
H5 1.55 1.84 4.09
H6 -0.70 -1.12 5.05
H7 -2.11 -0.46 4.21
H8 -1.44 0.38 5.61
H9 -0.42 2.57 2.80
H10 -1.46 2.39 4.21
H11 -1.90 1.56 2.71
H12 4.23 -0.93 2.74
H13 4.04 -0.20 1.16
H14 5.18 -1.53 1.39
H15 3.49 -3.01 3.35
H16 4.48 -3.74 2.08
H17 2.79 -4.20 2.25
H18 2.65 -2.09 -0.80
H19 2.94 -3.72 -0.25
H20 4.29 -2.62 -0.46
H21 -1.46 -2.78 -0.43
H22 -1.15 -4.51 -0.61
H23 0.13 -3.34 -0.99
H24 -2.30 -3.32 1.81
H25 -1.19 -3.84 3.09
H26 -1.74 -4.98 1.87
H27 1.62 -4.74 0.66
H28 0.17 -5.71 0.87
H29 0.97 -5.06 2.28
O1 -1.64 0.55 0.05
C18 -1.86 1.95 -0.12
C19 -0.60 2.69 0.22
C20 -0.63 4.06 0.37
C21 0.54 4.73 0.69
C22 1.71 4.00 0.85
C23 1.65 2.64 0.68
N1 0.52 1.98 0.36
H30 -2.33 0.07 -0.43
H31 -2.66 2.30 0.53
H32 -2.14 2.18 -1.15
H33 -1.57 4.60 0.26
H34 0.54 5.80 0.82
H35 2.64 4.48 1.11
H36 2.54 2.03 0.79
O2 -0.53 -0.87 -2.05
S1 -1.49 -1.70 -2.92
C24 -1.94 -0.58 -4.25
C25 -2.92 -1.24 -5.19
C26 -4.14 -1.71 -4.73
C27 -5.03 -2.34 -5.60
C28 -4.70 -2.48 -6.94
C29 -3.49 -2.00 -7.41
C30 -2.60 -1.38 -6.54
C31 -0.55 -2.93 -3.85
C32 0.68 -2.47 -4.57
C33 1.81 -2.04 -3.87
C34 2.95 -1.66 -4.55
C35 2.99 -1.70 -5.94
C36 1.88 -2.13 -6.64
C37 0.73 -2.52 -5.96
H37 -1.01 -0.27 -4.74
H38 -2.37 0.28 -3.73
H39 -4.42 -1.59 -3.69
H40 -5.98 -2.70 -5.24
H41 -5.39 -2.96 -7.62
H42 -3.23 -2.09 -8.46
H43 -1.65 -0.99 -6.91
H44 -1.31 -3.33 -4.54
H45 -0.34 -3.71 -3.12
H46 1.79 -2.03 -2.79
H47 3.83 -1.36 -4.00
H48 3.89 -1.41 -6.47
H49 1.91 -2.19 -7.73
H50 -0.13 -2.88 -6.51
I1 0.21 2.24 -3.19
C38 2.13 1.54 -2.78
C39 3.12 1.99 -3.64
C40 4.43 1.59 -3.43
C41 4.70 0.75 -2.36
C42 3.65 0.34 -1.57
N2 2.37 0.73 -1.74
H51 2.86 2.64 -4.46
H52 5.22 1.93 -4.08
H53 5.70 0.40 -2.15
H54 3.83 -0.32 -0.75

The net charge is +2. As for the energy above the lowest of the compared OMol25 structures with the same formula, charge and spin: 11.9 kcal/mol. Its spin multiplicity is 6. The value obtained for the calculated total energy is -73007.8927 eV. The HOMO energy (alpha / beta) comes out at -13.08 / -13.63 eV. The calculation puts the HOMO-LUMO gap (alpha / beta) at 0.306 / 0.255 Ha.



Record 2
Here is a molecular structure, C42H55KN2O2P2Se4 from OMol25. Energies are from ωB97M-V/def2-TZVPD.

Positions of all 108 atoms, in Å:
K1 -0.21 -0.11 0.02
C1 -1.62 0.34 5.34
Se1 -0.89 -1.06 4.14
C2 -2.51 -1.49 3.15
C3 -3.41 -0.33 2.81
Se2 -2.46 1.25 2.10
C4 -3.70 1.66 0.66
H1 -0.76 0.78 5.85
H2 -2.31 -0.08 6.07
H3 -2.11 1.11 4.74
H4 -3.07 -2.23 3.75
H5 -2.15 -1.97 2.25
H6 -3.99 0.00 3.68
H7 -4.09 -0.64 2.01
H8 -3.61 0.89 -0.11
H9 -3.43 2.63 0.27
H10 -4.72 1.68 1.06
C5 5.06 0.12 -0.95
C6 3.71 -0.58 -0.76
C7 2.83 -0.33 -1.98
P1 2.74 -0.03 0.75
C8 3.40 -1.27 2.00
C9 4.88 -1.60 2.18
C10 2.78 -0.89 3.34
C11 3.46 1.58 1.17
C12 4.68 1.87 1.75
C13 5.05 3.17 2.07
C14 6.39 3.49 2.68
C15 4.16 4.20 1.77
C16 2.95 3.95 1.19
C17 2.55 2.63 0.85
N1 1.44 2.34 0.19
C18 0.36 3.17 0.16
C19 -0.29 3.60 1.34
C20 0.25 3.19 2.68
C21 -1.42 4.39 1.27
C22 -1.97 4.79 0.06
C23 -3.18 5.69 0.03
C24 -1.36 4.35 -1.10
C25 -0.21 3.57 -1.08
C26 0.46 3.18 -2.36
H11 5.55 -0.26 -1.85
H12 5.72 -0.04 -0.11
H13 4.90 1.19 -1.06
H14 3.87 -1.66 -0.64
H15 2.52 0.71 -2.00
H16 1.93 -0.94 -1.94
H17 3.36 -0.57 -2.91
H18 2.90 -2.18 1.65
H19 5.41 -0.79 2.68
H20 5.37 -1.81 1.23
H21 4.96 -2.49 2.81
H22 3.22 0.03 3.72
H23 2.91 -1.68 4.08
H24 1.71 -0.73 3.22
H25 5.38 1.07 1.98
H26 6.96 2.58 2.88
H27 6.27 4.03 3.62
H28 6.98 4.12 2.00
H29 4.45 5.22 2.01
H30 2.27 4.77 0.95
H31 1.11 3.81 2.96
H32 0.58 2.16 2.64
H33 -0.52 3.29 3.45
H34 -1.88 4.71 2.20
H35 -3.91 5.40 0.78
H36 -3.66 5.66 -0.95
H37 -2.90 6.73 0.23
H38 -1.77 4.63 -2.06
H39 0.19 3.87 -3.16
H40 0.15 2.18 -2.66
H41 1.54 3.18 -2.22
Se3 -1.10 -0.22 -3.06
P2 -2.36 -1.80 -2.40
Se4 -3.23 -2.06 -0.46
C27 -1.99 -3.40 -3.21
C28 -2.17 -4.61 -2.57
C29 -1.99 -5.79 -3.27
C30 -1.64 -5.76 -4.61
C31 -1.44 -4.54 -5.24
C32 -1.61 -3.36 -4.54
C33 -3.93 -1.47 -3.31
C34 -4.34 -0.16 -3.51
C35 -5.56 0.11 -4.12
C36 -6.37 -0.92 -4.53
C37 -5.99 -2.23 -4.29
C38 -4.78 -2.50 -3.68
H42 -2.46 -4.62 -1.52
H43 -2.14 -6.74 -2.77
H44 -1.52 -6.68 -5.16
H45 -1.15 -4.51 -6.28
H46 -1.46 -2.40 -5.02
H47 -3.69 0.65 -3.19
H48 -5.87 1.13 -4.27
H49 -7.31 -0.71 -5.03
H50 -6.64 -3.05 -4.59
H51 -4.50 -3.53 -3.49
O1 0.23 -3.17 2.93
C39 0.32 -3.37 1.73
C40 0.93 -4.68 1.15
C41 0.73 -4.51 -0.34
C42 0.08 -3.12 -0.44
O2 -0.25 -2.63 -1.52
N2 -0.08 -2.55 0.75
H52 0.40 -5.52 1.59
H53 1.97 -4.74 1.45
H54 0.05 -5.25 -0.78
H55 1.65 -4.51 -0.92

The net charge is -2. As for the energy above the lowest of the compared OMol25 structures with the same formula, charge and spin: 30.7 kcal/mol. The value obtained for the calculated total energy is -347815.3239 eV. The HOMO energy comes out at -1.52 eV. The calculation puts the HOMO-LUMO gap at 0.203 Ha.



Question: Among the records above, which one has the highest net charge?
Answer: C42H54IN2O2RuS



Question: Which of these has the lowest calculated total energy?
Answer: C42H55KN2O2P2Se4



Question: What is the net charge in the second record?
Answer: -2



Question: Among the records above, which one has the lowest calculated total energy?
Answer: C42H55KN2O2P2Se4